The following is a quantum chemistry calculation of C24H29N3O5S in the gas phase, from the Open Molecules 2025 dataset.

Cartesian coordinates (Å):
C  3.2784  3.9529  -2.1944
H  4.2850  3.6513  -1.9137
H  3.3321  4.5284  -3.1154
H  2.8812  4.5901  -1.4079
C  2.3881  2.7228  -2.3823
C  2.3086  1.9337  -1.1071
C  1.3496  2.2286  -0.1466
C  1.2877  1.5297  1.0420
C  2.1993  0.5103  1.2983
C  3.1679  0.2091  0.3458
C  3.2186  0.9189  -0.8390
H  3.9782  0.6755  -1.5686
H  3.8886  -0.5730  0.5301
N  2.1230  -0.2451  2.4813
C  1.6305  0.1802  3.6773
O  1.2700  1.3003  3.9575
C  1.5879  -1.0352  4.6044
H  0.7381  -0.9992  5.2849
C  1.5872  -2.2085  3.6325
H  1.9938  -3.1303  4.0497
C  0.2416  -2.5437  2.9777
O  0.0492  -3.6353  2.4921
N  -0.6270  -1.4979  2.9059
C  -1.7076  -1.3255  2.0370
C  -2.2578  -0.0438  1.9644
C  -3.2379  0.2346  1.0363
C  -3.6638  -0.7661  0.1848
C  -3.1742  -2.0509  0.2884
C  -2.1980  -2.3435  1.2242
H  -1.7917  -3.3378  1.3078
H  -3.5597  -2.8071  -0.3771
S  -4.8026  -0.3487  -1.1261
O  -5.8675  0.4416  -0.5844
O  -5.1076  -1.5352  -1.8693
N  -3.9776  0.6660  -2.1567
H  -3.8067  1.5764  -1.7638
C  -2.9330  0.1359  -2.9926
H  -3.0884  -0.9446  -3.0100
H  -3.0608  0.5250  -4.0104
C  -1.5066  0.4746  -2.5233
H  -1.4250  1.5650  -2.4245
C  -0.4504  -0.0949  -3.4954
H  0.0691  0.6947  -4.0332
H  -0.9327  -0.7499  -4.2207
C  0.4895  -0.8922  -2.5887
H  0.8745  -1.7905  -3.0644
C  -0.4157  -1.2058  -1.3990
H  0.1231  -1.3579  -0.4634
O  -1.2233  -0.0590  -1.2392
H  -1.0379  -2.0886  -1.6014
H  1.3231  -0.2724  -2.2600
H  -3.6722  1.2183  0.9563
H  -1.8932  0.7336  2.6209
H  -0.3842  -0.6510  3.4004
C  2.4765  -1.6527  2.5044
H  2.2713  -2.1202  1.5389
H  3.5376  -1.7877  2.7479
H  2.4981  -1.0407  5.2089
H  0.5378  1.7787  1.7732
H  0.6309  3.0123  -0.3346
H  1.3879  3.0455  -2.6791
H  2.7989  2.1008  -3.1808

Forces on atoms 1 to 6 (eV/Å):
-0.12 -0.08 -0.17
0.10 0.01 0.04
0.05 0.11 -0.06
0.00 0.08 0.08
0.15 0.14 0.12
-0.01 -0.05 -0.09

electronic energy	-50902.772	eV
SMILES string	CCc1ccc(N2C[C@H](C(=O)Nc3ccc(S(=O)(=O)NC[C@@H]4CCCO4)cc3)CC2=O)cc1
largest force on an atom	0.01844	Eh/bohr